122
Properties=species:S:1:pos:R:3:forces:R:3:lowdin_charge:R:1 method="wB97M-V/def2-TZVPD" e_lumo_ev="0.09 / -0.80" multiplicity=3 s2=2.02 homo_lumo_gap_ev="7.62 / 6.77" max_force_ev_per_a=0.434
Mo -0.964972 0.445908 -1.807852 -0.03 -0.34 0.07 1.56
O 3.026695 -1.683624 -0.824116 0.12 -0.22 -0.03 0.03
C 2.485118 -2.888316 -0.336560 0.07 0.03 0.00 -0.32
C 3.540974 -4.019234 -0.167578 0.09 0.08 0.01 -0.14
C 3.344938 -5.278256 -0.934844 -0.15 -0.04 -0.07 -0.03
C 2.255848 -5.464154 -1.681237 0.10 0.00 0.03 -0.06
C 1.287742 -4.388304 -1.897413 -0.09 0.04 0.05 0.00
C 1.376676 -3.196511 -1.302038 -0.09 -0.02 0.01 -0.08
C 0.546753 -2.062538 -1.797302 0.07 0.02 -0.27 -0.42
O -0.089813 -1.270701 -0.973659 0.15 -0.15 0.21 -0.21
N 0.532021 -1.915022 -3.081646 -0.10 -0.09 0.06 0.11
N -0.309980 -0.856078 -3.428506 -0.06 -0.15 0.23 -0.08
C -0.731750 -0.912507 -4.638890 0.03 0.17 0.01 -0.04
C -1.655741 0.004293 -5.249535 0.01 0.04 0.03 -0.14
C -2.156178 -0.298417 -6.521409 -0.02 0.02 -0.01 -0.04
C -3.047864 0.539463 -7.154148 0.01 -0.05 -0.03 -0.09
C -3.439612 1.712152 -6.510745 -0.02 0.06 0.02 -0.07
C -2.949073 2.037979 -5.262656 0.00 -0.02 -0.01 -0.01
C -2.048911 1.189100 -4.602081 -0.02 -0.04 -0.02 -0.32
O -1.573703 1.545548 -3.423002 0.12 0.14 -0.13 -0.35
H 3.787517 -1.437890 -0.284155 -0.08 0.04 0.08 0.09
H 4.540660 -3.602171 -0.335671 0.01 -0.06 -0.06 0.16
H 4.102537 -6.051461 -0.859941 -0.01 0.00 0.03 0.11
H 2.107752 -6.394145 -2.215725 0.00 0.00 0.02 0.10
H 0.509872 -4.542111 -2.635237 0.02 0.00 0.00 0.11
H -0.361171 -1.739980 -5.237599 0.01 -0.04 0.00 0.14
H -1.835545 -1.216817 -7.000382 0.00 0.01 0.01 0.11
H -3.440381 0.290961 -8.130478 0.01 0.00 0.01 0.10
H -4.143194 2.380465 -6.993074 0.01 -0.01 0.01 0.11
H -3.261302 2.949716 -4.768898 0.01 -0.03 0.00 0.10
C -2.976359 -3.472178 -0.578326 0.02 0.05 -0.03 0.00
C -3.508157 -2.067098 -0.289899 0.04 -0.01 -0.01 -0.53
C -4.854593 -2.113719 0.411784 -0.03 0.01 -0.01 -0.01
O -2.633228 -1.366849 0.577701 -0.13 -0.05 0.17 -0.04
C -3.646564 -1.354030 -1.650819 -0.01 -0.35 0.02 -0.54
O -4.578043 -1.614349 -2.385160 0.07 0.16 0.09 0.09
O -2.679720 -0.547395 -1.990280 -0.09 0.41 -0.10 -0.21
H -2.854780 -4.014545 0.360939 0.00 0.00 0.00 0.09
H -2.005505 -3.414142 -1.080348 -0.01 -0.02 0.03 0.08
H -3.666441 -4.014007 -1.225000 0.01 0.01 0.01 0.10
H -4.776067 -2.730240 1.308347 0.00 0.02 -0.01 0.09
H -5.616472 -2.518673 -0.250935 0.02 -0.01 0.00 0.09
H -5.150419 -1.106052 0.711276 0.00 -0.03 -0.01 0.09
H -1.713079 -1.532916 0.331988 0.05 0.02 -0.13 0.04
C 5.374435 -5.057603 2.334456 0.04 -0.05 0.02 -0.04
C 4.413290 -3.914196 2.247749 -0.02 0.15 -0.05 -0.24
C 3.238225 -4.085784 1.352674 -0.06 -0.04 -0.04 -0.15
C 2.200757 -2.923253 1.222589 0.14 0.01 -0.01 -0.33
C 0.812020 -3.478804 1.562572 0.03 -0.01 -0.04 -0.05
C 2.575393 -1.627730 1.977410 -0.24 -0.12 0.16 -0.24
As 0.971693 -0.474541 2.093695 -0.21 0.19 0.00 1.48
N 0.960857 0.780926 0.624954 0.02 -0.02 -0.14 -0.17
C 1.851651 0.987770 -0.406037 0.09 0.11 -0.07 -0.28
C 1.376758 1.324349 -1.688464 -0.11 0.36 -0.17 -0.15
C 2.227055 1.515209 -2.778339 0.01 -0.11 0.06 -0.07
C 3.589300 1.390233 -2.623032 0.02 -0.03 -0.01 -0.08
C 4.081855 1.119919 -1.346299 0.03 0.04 -0.01 -0.07
C 3.247658 0.926006 -0.265998 -0.08 0.03 0.01 -0.06
C 0.975919 0.763073 3.632073 0.14 0.01 -0.03 -0.28
C 1.518294 2.051262 3.696294 -0.13 -0.01 0.00 -0.28
C 2.500791 2.576214 2.690590 0.04 0.02 0.04 -0.06
C 1.140471 2.903574 4.732710 0.03 -0.03 0.01 -0.02
C 0.247014 2.512246 5.714902 0.00 0.01 0.00 -0.27
C -0.155961 3.444737 6.823931 0.00 0.02 0.03 -0.05
C -0.264341 1.222051 5.651752 0.01 -0.04 0.03 -0.02
C 0.076471 0.347730 4.629711 0.05 0.00 0.05 -0.29
C -0.572967 -1.013034 4.618311 -0.07 -0.06 0.01 -0.09
C 3.661877 -1.606000 2.773370 0.08 -0.05 -0.06 -0.26
C 4.094688 -0.462690 3.644588 0.11 -0.04 -0.01 -0.05
C 4.588203 -2.755127 2.877599 -0.02 -0.01 -0.03 0.00
H 4.844242 -6.008005 2.433905 0.00 0.02 0.03 0.09
H 6.056186 -4.947254 3.177498 0.01 0.02 -0.03 0.08
H 5.973921 -5.124460 1.420984 -0.03 -0.02 0.00 0.09
H 2.727324 -5.022928 1.591881 0.06 -0.02 0.07 0.15
H 0.711662 -4.474238 1.122189 0.00 0.02 0.01 0.09
H -0.000645 -2.869216 1.179126 -0.03 0.05 0.01 0.04
H 0.697406 -3.574728 2.646169 0.01 0.01 -0.03 0.09
H 0.407045 1.855213 -1.809038 0.12 0.15 0.12 0.03
H 1.790897 1.778548 -3.733962 0.01 0.03 -0.01 0.11
H 4.261468 1.523249 -3.459135 -0.01 0.00 0.00 0.10
H 5.152901 1.049658 -1.192384 -0.02 0.01 -0.01 0.11
H 3.680245 0.671853 0.688376 -0.01 -0.02 0.13 0.09
H 2.989672 1.762148 2.176250 0.09 -0.04 -0.14 0.02
H 3.272796 3.169773 3.185608 -0.06 0.03 -0.02 0.09
H 2.018967 3.202439 1.936509 -0.03 -0.04 0.00 0.09
H 1.568884 3.901196 4.769796 0.00 -0.02 0.00 0.12
H 0.371699 4.395672 6.752054 -0.01 -0.01 0.00 0.07
H 0.062609 3.010512 7.801428 0.00 0.00 -0.01 0.08
H -1.227898 3.650802 6.793085 0.01 -0.01 -0.01 0.08
H -0.954786 0.884409 6.419375 0.01 0.01 -0.02 0.12
H -0.936859 -1.262369 5.615585 -0.04 0.02 -0.02 0.08
H 0.106581 -1.808607 4.310437 0.04 0.01 0.04 0.05
H -1.418388 -1.028237 3.923680 0.04 -0.01 0.01 0.08
H 3.358505 0.320015 3.744055 -0.09 0.06 -0.04 0.03
H 5.025992 -0.037993 3.253876 -0.02 0.01 0.02 0.10
H 4.322334 -0.839622 4.645072 0.00 0.02 -0.01 0.09
H 5.451248 -2.620477 3.523731 -0.02 -0.01 -0.01 0.11
C -0.385988 4.744474 -1.953203 0.06 0.02 0.02 -0.14
C -1.795826 4.268734 -2.279074 -0.07 -0.02 0.04 -0.39
As -2.321322 2.740424 -1.182329 0.07 -0.08 0.06 1.26
C -4.162976 2.317591 -1.688992 0.02 0.08 0.00 -0.38
C -5.009983 3.469311 -2.213389 -0.01 0.06 -0.02 -0.15
C -2.471212 3.603362 0.576990 -0.07 -0.06 -0.02 -0.40
C -3.009083 5.029100 0.573967 -0.02 0.06 -0.02 -0.16
H -0.128960 5.623300 -2.546587 -0.02 0.01 0.01 0.08
H 0.359421 3.979235 -2.173213 -0.01 0.00 -0.01 0.05
H -0.278418 5.015721 -0.900435 0.00 -0.02 0.00 0.07
H -1.876148 3.964174 -3.318596 0.02 -0.02 -0.01 0.05
H -2.525609 5.058852 -2.096902 0.00 -0.01 -0.03 0.06
H -4.612088 1.874234 -0.797462 0.00 -0.03 0.00 0.08
H -4.077850 1.518703 -2.424574 0.00 0.01 -0.03 0.05
H -5.231903 4.205389 -1.439995 0.01 -0.01 -0.02 0.05
H -5.961699 3.092937 -2.592114 0.00 -0.01 0.02 0.08
H -4.517883 3.992389 -3.035384 -0.02 -0.02 0.01 0.05
H -1.485968 3.550433 1.035971 0.05 0.02 0.01 0.05
H -3.107753 2.958280 1.184235 0.00 -0.03 -0.01 0.06
H -2.336471 5.719172 0.062388 -0.02 -0.02 0.00 0.06
H -3.117971 5.387639 1.599051 0.00 -0.01 0.00 0.07
H -3.987513 5.103544 0.097466 0.03 0.00 0.02 0.05
N -1.196036 0.996495 1.291193 0.08 -0.23 0.01 0.05
C -0.417001 0.889024 0.294107 -0.08 0.01 -0.19 -0.54
H -2.165617 0.862487 1.022120 -0.07 0.05 0.02 0.02

=====

17
Properties=species:S:1:pos:R:3:forces:R:3:lowdin_charge:R:1 method="wB97M-V/def2-TZVPD" e_lumo_ev=0.75 smiles="CN[C@H]1[C@H](C)S1(=O)=O" homo_lumo_gap_ev=9.60 max_force_ev_per_a=4.727
C 2.107221 -0.103853 1.102878 -0.64 -1.03 1.06 -0.09
N 0.874788 -0.893670 1.066901 1.12 -1.72 0.15 -0.12
C -0.293033 -0.209594 0.735970 0.32 -0.52 -1.91 -0.33
C -0.488190 0.050163 -0.943223 -0.86 0.37 0.89 -0.28
C -1.133011 1.354770 -1.399509 0.24 0.84 1.66 -0.10
S -1.515638 -1.162591 -0.134493 4.72 -0.14 0.24 0.69
O -1.150827 -2.552628 -0.350309 -0.49 0.92 0.07 -0.31
O -2.779390 -0.711338 0.242888 -3.30 0.62 -0.01 -0.27
H 2.740791 -0.019119 0.250587 -0.15 0.29 -1.33 0.07
H 1.697840 0.782121 1.474444 0.09 2.24 -0.05 0.06
H 2.814219 -0.340351 1.886785 -0.11 -0.95 0.48 0.07
H 0.903715 -1.857042 0.692186 0.12 0.96 0.37 0.12
H -0.505699 0.668319 1.361800 -0.43 -0.44 -0.33 0.14
H 0.419320 -0.226053 -1.506941 -0.73 -0.41 0.37 0.12
H -1.378860 2.057512 -0.525521 -0.22 -1.34 -1.07 0.11
H -1.966185 1.250624 -2.088969 -0.07 -0.02 0.15 0.08
H -0.347062 1.912729 -1.865476 0.41 0.33 -0.75 0.06

=====

11
Properties=species:S:1:pos:R:3:forces:R:3:lowdin_charge:R:1 method="wB97M-V/def2-TZVPD" e_lumo_ev=4.58 charge=-1 homo_lumo_gap_ev=5.55 max_force_ev_per_a=1.262
O -2.290062 -0.674138 -0.236825 0.45 -0.51 0.09 -0.11
H -1.893646 -1.483736 -0.594721 -0.33 0.24 -0.02 0.02
C 1.311089 1.339302 -0.527044 0.25 0.09 -0.64 -0.18
C 0.755984 0.132537 -0.173160 1.09 -0.07 0.36 -0.49
C 0.796412 -0.514059 1.068090 -0.83 -0.78 -0.54 -0.19
H 1.147987 1.772721 -1.510321 0.21 -0.22 -0.06 -0.03
H -1.516334 -0.338515 0.259845 -0.20 0.32 0.02 -0.01
H 2.029719 1.845591 0.109193 -0.28 0.21 0.26 -0.01
H 0.397773 -0.492766 -0.998385 -0.86 0.50 0.08 0.06
H 0.119505 -1.351885 1.225027 0.40 -0.33 -0.03 -0.04
H 1.545131 -0.362448 1.817573 0.11 0.55 0.49 -0.03

=====

47
Properties=species:S:1:pos:R:3:forces:R:3:lowdin_charge:R:1 method="wB97M-V/def2-TZVPD" e_lumo_ev=-4.02 charge=+1 homo_lumo_gap_ev=8.11 max_force_ev_per_a=0.400
C -2.966543 -3.491498 -3.564498 0.02 -0.05 0.06 -0.08
C -3.456248 -2.052224 -3.354637 -0.13 0.06 -0.06 -0.24
C -3.097409 -1.473586 -1.982118 -0.05 -0.05 0.09 -0.19
C -3.218698 0.043668 -1.934624 -0.14 -0.05 -0.07 -0.16
O -2.237116 0.666799 -1.028850 0.09 0.01 -0.04 -0.37
S -0.699390 0.873920 -1.378262 -0.16 0.17 0.07 1.24
C -0.292606 -0.050992 -2.873802 0.06 -0.13 -0.13 -0.29
C 0.802317 0.696812 -3.641486 0.02 -0.01 0.02 -0.08
C 0.961870 0.116102 -5.052809 -0.05 -0.02 0.22 -0.64
F 0.480860 0.946972 -5.971283 -0.12 0.19 -0.18 0.17
F 2.235466 -0.127981 -5.328781 0.27 0.01 -0.06 0.17
F 0.292223 -1.046174 -5.179725 -0.08 -0.20 0.01 0.13
C 0.023530 -0.089334 -0.045829 0.05 -0.10 0.20 -0.19
C 1.541822 0.127183 0.091118 -0.25 -0.27 -0.16 -0.54
O 1.984187 0.812296 0.948666 0.16 0.24 -0.04 0.18
O 2.319345 -0.472979 -0.836227 0.00 0.02 0.12 0.13
H -3.771451 -4.216527 -3.446825 0.04 0.04 0.05 0.08
H -2.184757 -3.758358 -2.847169 -0.02 0.02 -0.07 0.07
H -2.553610 -3.623655 -4.564268 -0.05 -0.01 0.03 0.08
H -3.058737 -1.400962 -4.143216 0.06 -0.06 0.08 0.10
H -4.542816 -2.017808 -3.470199 0.07 0.08 -0.07 0.12
H -3.744603 -1.902817 -1.213487 0.12 -0.03 0.00 0.13
H -2.079393 -1.774644 -1.709896 -0.01 0.07 -0.09 0.09
H -4.155423 0.378749 -1.494589 0.03 -0.01 -0.02 0.14
H -3.136305 0.512003 -2.918296 0.07 -0.02 0.06 0.12
H -0.017498 -1.070555 -2.606430 0.00 0.01 -0.03 0.11
H -1.198124 -0.118429 -3.480291 -0.03 0.12 0.14 0.10
H 0.537942 1.749835 -3.748247 0.06 -0.03 0.00 0.14
H 1.768887 0.633864 -3.139629 -0.10 0.01 0.01 0.13
H -0.440320 0.339894 0.844631 0.02 -0.08 -0.02 0.12
H -0.271506 -1.137239 -0.142934 0.03 0.05 -0.09 0.12
H 1.915453 -1.264130 -1.215784 -0.03 0.03 0.00 0.12
C 2.892805 2.364006 4.662333 -0.03 -0.01 0.07 -0.21
C 3.401879 1.357857 5.705378 -0.03 0.00 0.01 -0.21
C 2.226378 1.016068 6.629544 0.10 -0.02 -0.01 -0.21
S 0.740937 1.217388 5.633162 -0.01 0.02 -0.03 0.66
O -0.047517 2.293887 6.173648 -0.03 -0.01 0.01 -0.32
O 0.129233 -0.060926 5.365083 -0.03 -0.04 -0.03 -0.33
C 1.570615 1.798738 4.158167 0.12 0.03 -0.06 -0.25
H 3.603824 2.498835 3.848608 0.00 0.00 0.00 0.12
H 2.725345 3.337250 5.127949 0.00 0.00 0.00 0.12
H 3.748135 0.453905 5.200562 -0.01 0.00 -0.01 0.12
H 4.239391 1.756120 6.275378 0.00 -0.01 0.00 0.12
H 2.244017 -0.005189 7.001325 -0.02 0.01 0.02 0.10
H 2.135778 1.711547 7.461607 -0.03 0.02 -0.02 0.11
H 0.921947 2.521457 3.668221 -0.02 0.00 0.02 0.11
H 1.725886 0.930854 3.518808 0.00 0.02 -0.01 0.08

=====

Please write out number 2 again, unchanged.
17
Properties=species:S:1:pos:R:3:forces:R:3:lowdin_charge:R:1 method="wB97M-V/def2-TZVPD" e_lumo_ev=0.75 smiles="CN[C@H]1[C@H](C)S1(=O)=O" homo_lumo_gap_ev=9.60 max_force_ev_per_a=4.727
C 2.107221 -0.103853 1.102878 -0.64 -1.03 1.06 -0.09
N 0.874788 -0.893670 1.066901 1.12 -1.72 0.15 -0.12
C -0.293033 -0.209594 0.735970 0.32 -0.52 -1.91 -0.33
C -0.488190 0.050163 -0.943223 -0.86 0.37 0.89 -0.28
C -1.133011 1.354770 -1.399509 0.24 0.84 1.66 -0.10
S -1.515638 -1.162591 -0.134493 4.72 -0.14 0.24 0.69
O -1.150827 -2.552628 -0.350309 -0.49 0.92 0.07 -0.31
O -2.779390 -0.711338 0.242888 -3.30 0.62 -0.01 -0.27
H 2.740791 -0.019119 0.250587 -0.15 0.29 -1.33 0.07
H 1.697840 0.782121 1.474444 0.09 2.24 -0.05 0.06
H 2.814219 -0.340351 1.886785 -0.11 -0.95 0.48 0.07
H 0.903715 -1.857042 0.692186 0.12 0.96 0.37 0.12
H -0.505699 0.668319 1.361800 -0.43 -0.44 -0.33 0.14
H 0.419320 -0.226053 -1.506941 -0.73 -0.41 0.37 0.12
H -1.378860 2.057512 -0.525521 -0.22 -1.34 -1.07 0.11
H -1.966185 1.250624 -2.088969 -0.07 -0.02 0.15 0.08
H -0.347062 1.912729 -1.865476 0.41 0.33 -0.75 0.06